{
  "formula": "C35H26F2IN6O2SeTa",
  "method": "wB97M-V/def2-TZVPD",
  "e_tot_ha": -4783.87345,
  "e_lumo_ev": -6.919,
  "de_lowest_ev": 0.000,
  "e_homo_ev": -14.10,
  "orbital_gap_ev": 7.2,
  "total_charge": 2,
  "species": ["Ta", "C", "C", "N", "C", "C", "C", "O", "C", "C", "N", "C", "C", "C", "C", "C", "C", "I", "C", "O", "H", "H", "H", "H", "H", "H", "H", "H", "H", "H", "H", "H", "F", "C", "C", "C", "C", "C", "F", "C", "C", "C", "C", "C", "C", "N", "H", "H", "H", "H", "H", "H", "N", "C", "C", "C", "C", "C", "C", "C", "C", "N", "C", "H", "H", "H", "H", "H", "H", "H", "H", "Se", "C", "N"],
  "coordinates": [[-0.400, 0.158, -0.940], [2.806, 3.427, -1.599], [2.787, 2.818, -0.231], [3.490, 3.397, 0.726], [3.531, 2.863, 1.951], [2.897, 1.688, 2.299], [3.034, 1.113, 3.691], [3.560, -0.206, 3.678], [2.119, 1.066, 1.305], [1.577, -0.259, 1.517], [0.716, -0.845, 0.752], [0.570, -2.262, 0.963], [-0.086, -2.768, 2.076], [-0.222, -4.143, 2.222], [0.308, -4.999, 1.267], [0.985, -4.492, 0.163], [1.112, -3.122, 0.012], [2.081, -2.288, -1.636], [2.041, 1.658, 0.046], [1.252, 1.135, -0.915], [1.829, 3.833, -1.874], [3.082, 2.689, -2.353], [3.527, 4.239, -1.612], [4.125, 3.401, 2.681], [2.054, 1.045, 4.168], [3.640, 1.784, 4.301], [4.523, -0.172, 3.657], [2.019, -0.834, 2.330], [-0.470, -2.086, 2.827], [-0.728, -4.545, 3.089], [0.211, -6.069, 1.385], [1.413, -5.163, -0.569], [1.493, 2.199, -5.654], [0.825, 1.199, -5.087], [0.616, 1.232, -3.718], [-0.077, 0.194, -3.110], [-0.591, -0.855, -3.885], [-0.330, -0.846, -5.257], [-0.742, -1.854, -6.033], [0.372, 0.165, -5.878], [-1.313, -1.909, -3.175], [-2.033, -2.921, -3.809], [-2.619, -3.926, -3.071], [-2.449, -3.928, -1.694], [-1.762, -2.887, -1.124], [-1.231, -1.854, -1.815], [1.003, 2.072, -3.160], [0.555, 0.140, -6.943], [-2.125, -2.913, -4.880], [-3.182, -4.707, -3.564], [-2.839, -4.717, -1.069], [-1.589, -2.923, -0.059], [-2.056, -0.489, 0.558], [-2.026, 0.259, 1.805], [-2.624, -0.145, 2.959], [-2.620, 0.715, 4.082], [-2.072, 1.963, 4.002], [-1.471, 2.405, 2.798], [-0.969, 3.708, 2.591], [-0.484, 4.055, 1.358], [-0.433, 3.088, 0.347], [-0.841, 1.842, 0.521], [-1.415, 1.515, 1.714], [-2.975, -0.334, 0.131], [-2.006, -1.479, 0.781], [-3.131, -1.101, 3.015], [-3.094, 0.387, 4.997], [-2.114, 2.637, 4.847], [-1.003, 4.431, 3.397], [-0.129, 5.053, 1.147], [-0.037, 3.336, -0.630], [-2.296, 1.428, -2.187], [-3.444, 1.797, -0.775], [-4.125, 1.909, 0.150]]
}